Entry 1:
Here is the ion C17H27IN4O5P with charge +1 at a distorted geometry from OMol25. Energies are from ωB97M-V/def2-TZVPD.

Frontier orbital gap (eV): 8.5
HOMO energy (Ha): -0.440
E_LUMO (eV): -3.466
Total charge: +1
SMILES string: CC[C@H](I)[C@H]1OCN(CCC(N)=O)C(NCCc2ccccc2)=[N+]1P(=O)(O)O
Largest force on an atom (eV Å⁻¹): 3.4

Last column: Löwdin charge in e.
CARTESIAN COORDINATES (ANGSTROEM)
C1 4.86229 -3.24331 0.39784  -0.13
C2 3.94092 -3.07064 1.62257  -0.28
C3 2.43604 -2.93333 1.30167  -0.61
I1 1.68904 -4.56064 0.08610  0.96
C4 2.03024 -1.52383 0.82114  -0.36
O1 3.09240 -0.64474 0.49689  -0.04
C5 2.58566 0.62133 0.76734  -0.14
N1 1.28010 0.93468 0.07885  0.04
C6 0.62186 1.99730 0.86824  -0.13
C7 1.49151 3.28004 0.99473  -0.08
C8 0.68809 4.54592 0.63844  -0.49
N2 -0.23372 5.13598 1.56224  0.13
O2 0.87657 5.06417 -0.44345  0.11
C9 0.47878 -0.14306 -0.15370  -0.30
N3 -0.81648 -0.09447 -0.25319  0.16
C10 -1.71469 -1.23355 -0.53482  -0.12
C11 -3.04547 -1.01467 0.22164  -0.12
C12 -4.01034 -0.07109 -0.47885  -0.24
C13 -3.65774 0.94700 -1.34262  -0.06
C14 -4.63131 1.75858 -1.88035  -0.08
C15 -5.94987 1.58972 -1.57407  -0.08
C16 -6.32665 0.56206 -0.72786  -0.06
C17 -5.35201 -0.24011 -0.19944  -0.05
N4 1.08180 -1.44136 -0.31993  -0.04
P1 1.84083 -1.49742 -1.87511  0.41
O3 3.07420 -2.25905 -1.94783  -0.24
O4 2.04606 -0.02979 -2.45365  -0.08
O5 0.74775 -2.20261 -2.83264  -0.10
H1 4.53224 -3.99578 -0.31626  0.03
H2 5.83233 -3.58833 0.78077  0.08
H3 5.05874 -2.27008 -0.05373  0.07
H4 4.26566 -2.16966 2.15541  0.11
H5 4.09271 -3.93654 2.27259  0.11
H6 1.93142 -3.09004 2.25723  0.07
H7 1.50944 -1.04197 1.66644  0.16
H8 2.47000 0.79848 1.85063  0.15
H9 3.33833 1.34072 0.43700  0.15
H10 -0.29420 2.33104 0.36446  0.12
H11 0.30377 1.66250 1.86590  0.14
H12 1.96532 3.35703 1.97961  0.13
H13 2.28767 3.23606 0.24820  0.12
H14 0.05789 4.91266 2.50942  0.09
H15 -1.17160 4.79701 1.37484  0.10
H16 -1.28557 0.80051 -0.17837  0.13
H17 -1.95980 -1.21253 -1.60170  0.14
H18 -1.31239 -2.18510 -0.19210  0.12
H19 -2.87319 -0.76866 1.27607  0.13
H20 -3.52415 -2.00144 0.22557  0.13
H21 -2.61418 1.11042 -1.60362  0.10
H22 -4.35082 2.57608 -2.53774  0.12
H23 -6.70449 2.25406 -1.98041  0.12
H24 -7.36124 0.39912 -0.44826  0.12
H25 -5.65074 -1.04529 0.46962  0.12
H26 2.34738 -0.06080 -3.37352  0.12
H27 -0.01633 -2.44257 -2.28824  0.05

Forces on the atoms, in the same order (eV/Å):
0.7 0.3 0.9
0.2 -0.3 -1.1
0.5 -0.1 0.2
0.0 0.2 0.3
0.3 -0.5 0.1
-0.6 0.1 0.6
1.4 0.9 -0.5
-0.9 -0.9 2.1
-0.5 1.6 -0.2
0.2 0.0 -0.1
0.4 1.1 -1.0
0.9 -1.1 -0.1
-0.5 -0.9 0.9
0.6 -0.5 -0.4
0.0 0.0 0.0
-1.2 0.5 0.5
0.1 -0.5 -0.8
0.2 -0.2 0.6
0.7 -0.3 0.2
0.5 1.0 -0.7
-1.1 0.1 0.0
-0.3 0.2 0.0
-0.4 -0.9 0.7
-0.2 2.3 -0.3
1.2 -2.2 -2.3
0.3 -0.1 0.7
-1.0 0.2 0.7
-0.4 1.1 1.3
-0.2 0.3 -0.1
-0.1 0.0 -0.1
-0.3 -0.3 -0.4
-0.1 -0.2 0.1
-0.3 0.2 0.1
-0.2 0.0 -0.3
-0.1 -0.4 -0.1
-0.3 -0.3 -0.2
-0.2 -0.1 -0.2
0.2 -0.3 -0.1
0.2 -0.4 -0.2
-0.2 0.0 -0.1
-0.1 0.1 0.1
-0.5 -0.1 0.0
-0.1 0.4 0.1
0.1 -0.1 0.1
0.3 -0.3 0.0
0.5 0.3 -0.3
0.1 0.2 -0.2
0.0 0.1 0.1
-0.2 0.1 -0.2
0.1 -0.1 0.0
0.1 0.0 0.0
0.1 0.1 -0.1
0.1 0.1 -0.1
0.1 0.0 0.0
-0.1 -0.3 -0.4



Entry 2:
Here is a cluster of 2 separate species, C17H27N2O in total at a distorted geometry from OMol25. Energies are from ωB97M-V/def2-TZVPD.

Frontier orbital gap (eV): 7.5
HOMO energy (Ha): -0.419
E_LUMO (eV): -3.898
Total charge: +1
Energy relative to the best compared isomer or geometry (same formula, charge and spin) (eV): 2.4190
Largest force on an atom (eV Å⁻¹): 1.9

Last column: Löwdin charge in e.
CARTESIAN COORDINATES (ANGSTROEM)
C1 -0.69453 0.67450 4.98808  -0.14
C2 0.10878 -0.61522 5.21924  -0.14
C3 0.20014 -1.33354 3.86631  -0.11
N1 -0.28154 -0.36126 2.88058  -0.06
C4 -0.15241 -0.51485 1.57556  0.00
C5 -0.62978 0.45909 0.66547  -0.07
C6 0.13730 0.94402 -0.37093  -0.03
C7 -0.21182 2.14340 -1.10599  -0.23
C8 0.78938 3.01180 -1.61363  -0.02
C9 0.44417 4.16108 -2.31609  -0.07
C10 -0.90830 4.47141 -2.54473  -0.06
C11 -1.91005 3.63688 -2.02605  -0.06
C12 -1.57036 2.49251 -1.30316  -0.03
C13 -0.78529 0.87606 3.46798  -0.12
H1 -1.70482 0.57517 5.39592  0.12
H2 -0.21850 1.54144 5.45264  0.12
H3 1.11823 -0.37440 5.56434  0.12
H4 -0.36261 -1.25912 5.96366  0.12
H5 1.22683 -1.65208 3.63569  0.14
H6 -0.42671 -2.23911 3.86296  0.14
H7 0.36617 -1.40897 1.21614  0.14
H8 -1.61665 0.90082 0.85437  0.12
H9 1.14410 0.54882 -0.49805  0.12
H10 1.83910 2.76657 -1.42191  0.12
H11 1.22373 4.82863 -2.68976  0.11
H12 -1.17883 5.35855 -3.12071  0.11
H13 -2.96198 3.88151 -2.18383  0.11
H14 -2.34579 1.83758 -0.89996  0.11
H15 -1.81861 1.08121 3.14724  0.13
H16 -0.17767 1.74372 3.15367  0.15
C14 2.93519 -1.89067 -2.33723  -0.10
C15 1.65792 -2.67635 -2.60675  -0.22
C16 0.39040 -2.16571 -1.93571  -0.42
C17 -0.78870 -3.09880 -2.22595  -0.22
O1 -1.92582 -2.48284 -1.64721  -0.08
N2 0.01514 -0.81778 -2.26868  0.06
H17 3.77073 -2.39732 -2.82944  0.08
H18 2.88520 -0.87470 -2.74144  0.07
H19 3.16133 -1.83745 -1.26656  0.07
H20 1.46690 -2.73421 -3.68676  0.12
H21 1.78986 -3.71090 -2.26309  0.12
H22 0.55696 -2.13904 -0.84562  0.12
H23 -0.90318 -3.18972 -3.32039  0.13
H24 -0.59961 -4.08706 -1.77815  0.13
H25 -2.68035 -3.08760 -1.72693  0.10
H26 0.60657 -0.32145 -2.92213  0.09
H27 -0.98023 -0.66458 -2.41303  0.09

Forces on the atoms, in the same order (eV/Å):
-0.4 0.0 0.0
0.4 0.1 0.0
0.0 -0.7 0.5
0.2 -0.4 -1.8
0.2 0.1 1.1
-0.2 0.7 -0.9
-0.1 -0.7 1.3
-0.5 1.1 -0.8
-0.3 -0.6 0.3
-0.4 0.1 -0.1
0.2 -0.4 0.3
0.2 0.0 0.0
0.6 0.1 -0.1
-0.4 0.7 0.5
0.2 0.1 0.0
-0.2 -0.2 0.0
-0.2 -0.1 0.0
0.1 0.1 -0.1
-0.3 0.2 -0.1
0.1 0.4 -0.2
0.1 0.3 0.3
0.6 0.0 0.2
-0.2 0.1 0.0
-0.3 0.1 -0.2
-0.3 -0.3 0.1
0.1 -0.3 0.2
0.3 -0.1 0.0
0.1 0.3 -0.2
0.4 -0.2 0.0
-0.1 -0.5 -0.2
0.0 -0.1 -0.1
-0.3 -0.2 -0.1
-0.2 -0.1 0.3
0.6 0.1 0.0
-0.7 -0.4 0.1
0.0 1.0 -0.5
0.0 0.2 0.1
0.0 -0.1 0.1
-0.1 0.0 -0.1
0.1 0.0 0.1
0.1 0.1 -0.1
0.0 -0.6 0.1
0.0 -0.1 0.3
-0.1 0.2 -0.2
0.3 0.3 0.0
-0.2 -0.3 -0.2
0.4 -0.2 -0.1